No. 1
ORCA calculation (ωB97M-V/def2-TZVPD) on a cluster of 5 separate species, C15H35N5O9S3Si in total.

Last column: Löwdin charge in e.
CARTESIAN COORDINATES (ANGSTROEM)
1 C 3.5174 -1.5369 2.9496  -0.154
2 C 2.7780 -2.3936 1.9165  -0.550
3 S 2.0645 -1.4616 0.5401  0.771
4 C 3.5715 -1.0111 -0.3705  -0.625
5 Si 3.2760 0.6132 -1.2980  0.601
6 C 4.1101 2.0262 -0.3968  -0.327
7 C 3.6237 2.2618 1.0537  -0.301
8 C 3.1181 3.6848 1.3516  -0.483
9 S 1.3765 3.7639 1.8455  0.890
10 C 0.6968 2.9839 0.3819  -1.049
11 S 0.9265 3.7030 -1.0880  0.658
12 N 0.0891 1.7937 0.5503  -0.148
13 C -0.9282 1.3758 -0.4316  -0.146
14 C -2.2353 1.0754 0.3018  -0.196
15 O -2.4501 2.0438 1.3096  -0.114
16 C -1.5465 1.8077 2.3871  -0.163
17 C -0.2175 1.2521 1.8742  -0.181
18 H 2.8849 -1.3296 3.8138  0.069
19 H 3.8191 -0.5769 2.5279  0.042
20 H 4.4141 -2.0430 3.3116  0.070
21 H 3.4313 -3.1653 1.5051  0.068
22 H 1.9354 -2.9158 2.3732  0.061
23 H 4.3979 -0.9153 0.3373  0.035
24 H 3.8107 -1.8052 -1.0813  0.026
25 H 3.8537 0.5137 -2.6607  -0.032
26 H 1.8137 0.7788 -1.4313  -0.041
27 H 5.1823 1.8004 -0.3973  0.070
28 H 3.9981 2.9324 -0.9976  0.057
29 H 2.8529 1.5329 1.3249  0.061
30 H 4.4555 2.0631 1.7345  0.103
31 H 3.6540 4.1204 2.1971  0.070
32 H 3.2476 4.3481 0.4970  0.051
33 H -1.0526 2.1909 -1.1415  0.068
34 H -0.5982 0.4918 -0.9867  0.116
35 H -2.2218 0.0716 0.7388  0.103
36 H -3.0644 1.1126 -0.4071  0.128
37 H -1.9702 1.0897 3.0968  0.095
38 H -1.4122 2.7604 2.9017  0.122
39 H 0.5872 1.4482 2.5759  0.091
40 H -0.2732 0.1686 1.7578  0.104
41 C -4.4745 -2.3604 -0.9508  0.054
42 N -3.0696 -2.3570 -1.4465  -0.435
43 O -2.2000 -1.9909 -0.6863  0.067
44 O -2.8913 -2.7224 -2.5922  0.053
45 H -4.4706 -2.0109 0.0746  0.094
46 H -5.0450 -1.7073 -1.6045  0.102
47 H -4.8417 -3.3790 -1.0337  0.101
48 C -1.9787 -5.4829 -4.2159  0.043
49 N -2.5592 -6.8197 -4.5210  -0.456
50 O -1.9332 -7.8035 -4.1849  0.064
51 O -3.6336 -6.8319 -5.0874  0.057
52 H -1.0310 -5.6295 -3.7125  0.096
53 H -1.8604 -4.9592 -5.1596  0.104
54 H -2.6906 -4.9535 -3.5914  0.073
55 C -3.7267 -1.0331 6.0359  0.049
56 N -2.5867 -0.7150 5.1322  -0.452
57 O -1.8256 0.1689 5.4654  0.068
58 O -2.4997 -1.3648 4.1089  0.055
59 H -3.6705 -0.3757 6.8947  0.095
60 H -4.6379 -0.8815 5.4650  0.101
61 H -3.6318 -2.0783 6.3143  0.100
62 C -0.5729 4.2027 -4.6607  0.038
63 N 0.6526 3.9550 -5.4707  -0.453
64 O 1.7294 4.1472 -4.9486  0.065
65 O 0.4819 3.5744 -6.6123  0.053
66 H -0.2729 4.5256 -3.6715  0.048
67 H -1.1508 4.9598 -5.1822  0.098
68 H -1.1250 3.2684 -4.6253  0.099

Cartesian forces (eV/Å) of the 6 atoms listed first:
0.0 0.0 0.0
0.0 -0.2 0.0
0.1 0.1 0.1
-0.2 -0.1 -0.1
0.0 0.0 -0.1
0.0 0.1 0.0

Computed properties:
* electronic energy: -3027.11746 hartree
* frontier orbital gap: 7.75 eV
* E_LUMO: -0.2 eV
* SMILES: CCSC[SiH2]CCCSC(=S)N1CCOCC1.C[N+](=O)[O-].C[N+](=O)[O-].C[N+](=O)[O-].C[N+](=O)[O-]
* highest occupied orbital energy: -0.293 Ha

***

No. 2
ORCA calculation (ωB97M-V/def2-TZVPD) on a structure of composition C15H36AlO8.

Last column: Löwdin charge in e.
CARTESIAN COORDINATES (ANGSTROEM)
1 C 6.4336 4.8432 -3.8101  -0.040
2 C 5.2724 5.8632 -3.4182  -0.515
3 O 5.2533 6.2813 -2.2527  0.037
4 O 4.3989 6.2424 -4.4440  -0.171
5 C 3.0085 5.8188 -4.2056  -0.323
6 Al 2.7518 3.8888 -3.5411  0.184
7 H 6.7163 5.0394 -4.9044  0.079
8 H 7.3366 4.9650 -3.1243  0.078
9 H 6.1139 3.7587 -3.7469  0.042
10 H 2.4521 6.5608 -3.5243  0.053
11 H 2.4723 5.8974 -5.2190  0.051
12 H 1.7009 3.7836 -2.3153  -0.157
13 H 4.0845 3.1775 -3.0406  -0.135
14 H 2.1416 3.0601 -4.7686  -0.157
15 C 2.2584 -3.8655 -3.1481  -0.124
16 O 1.6890 -2.9189 -2.2688  -0.210
17 C 2.5572 -1.8177 -2.0098  -0.190
18 C 1.7610 -0.5354 -1.7988  -0.170
19 O 1.2447 0.0269 -3.0025  -0.133
20 C 0.1638 -0.6678 -3.6188  -0.176
21 C -1.1467 -0.5758 -2.8472  -0.193
22 O -1.1302 -1.4507 -1.7235  -0.210
23 C -1.9254 -0.9769 -0.6537  -0.114
24 H 3.1161 -4.3570 -2.6759  0.083
25 H 1.5002 -4.6150 -3.3789  0.084
26 H 2.5670 -3.3907 -4.0850  0.086
27 H 3.2629 -1.6733 -2.8352  0.126
28 H 3.1187 -2.0517 -1.0976  0.122
29 H 2.4460 0.2188 -1.4008  0.133
30 H 0.9742 -0.6631 -1.0547  0.115
31 H 0.4346 -1.7016 -3.8374  0.112
32 H 0.0183 -0.1736 -4.5837  0.128
33 H -1.9757 -0.8873 -3.4945  0.121
34 H -1.3087 0.4615 -2.5316  0.130
35 H -1.6136 0.0308 -0.3579  0.092
36 H -1.7789 -1.6420 0.1980  0.077
37 H -2.9823 -0.9813 -0.9330  0.083
38 C -2.8416 0.3612 6.9331  -0.115
39 O -3.5311 -0.3591 5.9312  -0.208
40 C -3.7693 0.4180 4.7619  -0.192
41 C -3.7328 -0.4560 3.5140  -0.174
42 O -2.4165 -0.8371 3.1151  -0.133
43 C -1.7562 -1.7983 3.9387  -0.172
44 C -2.3456 -3.1998 3.8431  -0.193
45 O -3.5564 -3.2859 4.5869  -0.208
46 C -4.4587 -4.2335 4.0494  -0.114
47 H -3.4692 1.1705 7.3208  0.086
48 H -2.6050 -0.3271 7.7450  0.087
49 H -1.9027 0.7678 6.5442  0.087
50 H -3.0270 1.2180 4.6654  0.127
51 H -4.7645 0.8659 4.8636  0.125
52 H -4.1250 0.1369 2.6824  0.128
53 H -4.3828 -1.3263 3.6078  0.116
54 H -1.6941 -1.4534 4.9712  0.115
55 H -0.7298 -1.8417 3.5632  0.129
56 H -1.6426 -3.9226 4.2736  0.126
57 H -2.5165 -3.4503 2.7893  0.124
58 H -4.6715 -4.0111 2.9976  0.087
59 H -5.3928 -4.1653 4.6079  0.087
60 H -4.0557 -5.2440 4.1492  0.085

Cartesian forces (eV/Å) of the 6 atoms listed first:
0.1 0.4 -1.0
0.7 -0.1 1.5
-0.6 -0.6 -3.0
1.5 -0.8 1.6
-1.8 0.6 0.0
-0.5 -0.1 0.1

Computed properties:
* electronic energy: -1437.32707 hartree
* frontier orbital gap: 6.94 eV
* net charge: -1
* E_LUMO: 2.2 eV
* highest occupied orbital energy: -0.175 Ha

***

No. 3
ORCA calculation (ωB97M-V/def2-TZVPD) on a cluster of 6 separate species, C15H36Cl2O8 in total.

Last column: Löwdin charge in e.
CARTESIAN COORDINATES (ANGSTROEM)
1 C -15.4149 7.7933 19.0792  -0.172
2 C -14.5832 8.9570 19.5556  -0.183
3 C -15.1693 10.1789 18.9407  -0.213
4 O -15.9491 9.6501 17.8891  -0.157
5 C -16.5339 8.4227 18.2895  -0.205
6 H -15.8056 7.2256 19.9237  0.112
7 H -14.8514 7.1646 18.3898  0.113
8 H -13.5496 8.8506 19.2262  0.113
9 H -14.6329 8.9910 20.6439  0.111
10 H -14.4312 10.7708 18.3995  0.124
11 H -15.7927 10.7846 19.5983  0.119
12 H -16.7176 7.7716 17.4349  0.118
13 H -17.4673 8.7062 18.7759  0.120
14 C -17.4480 -3.7184 15.5261  -0.192
15 C -16.6403 -2.9227 16.4429  -0.209
16 C -17.6325 -2.2221 17.4027  -0.200
17 O -18.5549 -3.2670 17.6552  -0.148
18 C -18.6153 -4.1946 16.4908  -0.129
19 H -16.9179 -4.5754 15.1109  0.112
20 H -17.8312 -3.0906 14.7216  0.106
21 H -16.0771 -2.2507 15.7953  0.110
22 H -15.9256 -3.5733 16.9469  0.118
23 H -18.0666 -1.3095 16.9941  0.110
24 H -17.1592 -1.8668 18.3180  0.114
25 H -19.5611 -4.2254 15.9499  0.103
26 H -18.3957 -5.2129 16.8116  0.106
27 C -21.8980 -0.0901 11.7356  -0.247
28 C -21.0713 0.0633 13.0347  -0.230
29 O -19.9197 0.8801 12.8538  -0.085
30 O -22.1154 1.1555 11.1291  -0.056
31 H -22.7859 -0.7050 11.8825  0.121
32 H -21.2052 -0.6121 11.0754  0.113
33 H -20.7027 -0.8444 13.5126  0.119
34 H -21.6923 0.6394 13.7207  0.111
35 H -20.1664 1.7287 12.4788  0.073
36 H -21.3910 1.2780 10.5111  0.085
37 C -9.5138 1.9173 16.2958  -0.206
38 C -8.5304 2.1770 15.0708  -0.238
39 O -8.0518 0.9536 14.5620  -0.074
40 O -8.8198 1.4252 17.4659  -0.077
41 H -10.2404 1.1452 16.0431  0.114
42 H -10.0432 2.8593 16.4391  0.106
43 H -7.6556 2.7647 15.3492  0.108
44 H -9.0125 2.7608 14.2867  0.111
45 H -7.5976 0.5048 15.2789  0.081
46 H -8.7148 2.1860 18.0419  0.077
47 C -17.0187 1.5674 8.1637  -0.287
48 C -16.9017 0.1042 8.5168  -0.228
49 O -16.8194 -0.0529 9.9394  -0.066
50 O -18.3012 1.9755 8.4677  -0.060
51 H -16.6922 1.8916 7.1756  0.119
52 H -16.3534 2.1200 8.8271  0.117
53 H -15.9734 -0.2701 8.0852  0.119
54 H -17.6850 -0.5172 8.0827  0.118
55 H -17.5998 0.2584 10.4039  0.073
56 H -18.4350 2.8730 8.1544  0.091
57 C -15.1470 2.6889 14.7648  -0.978
58 Cl -14.7666 2.5315 16.5656  0.431
59 Cl -13.7631 3.1155 13.7584  0.498
60 H -15.5209 1.7445 14.3693  0.021
61 H -15.9336 3.4238 14.5933  0.024

Cartesian forces (eV/Å) of the 6 atoms listed first:
-0.6 -0.7 0.5
1.1 -0.3 1.4
-0.3 0.1 -1.3
-0.7 0.4 -1.7
0.4 0.7 -0.4
0.2 -0.4 -0.1

Computed properties:
* electronic energy: -2115.27036 hartree
* frontier orbital gap: 9.91 eV
* E_LUMO: 0.3 eV
* SMILES: C1CCOC1.C1CCOC1.ClCCl.OCCO.OCCO.OCCO
* highest occupied orbital energy: -0.355 Ha
* energy above the lowest of the compared OMol25 structures with the same formula, charge and spin: 0.0 kJ/mol

***

> What is the formula in the third record?

C15H36Cl2O8

***

> Which formula does entry 1 have?

C15H35N5O9S3Si